A molecular structure, C60H47BaN7O3P2SSi at a distorted geometry. Source: the Open Molecules 2025 dataset; level of theory: wB97M-V/def2-TZVPD.

The largest force on an atom is 2.19 eV/A. The total energy is -117542.809 eV. The molar mass is 1173.51 g mol⁻¹. Its charge is -2.

Structure (XYZ):
```
122
Properties=species:S:1:pos:R:3:mulliken_charge:R:1
Ba -0.6709 1.1870 0.1903 0.894
C -3.1281 -1.7392 1.9826 -1.728
Si -3.1883 -0.5239 0.4629 -0.050
C -3.6807 -1.8874 -0.8247 0.326
C -4.9929 -2.3902 -0.8252 -0.455
C -5.3846 -3.4447 -1.6338 -0.813
C -4.4530 -4.0512 -2.4690 -0.910
C -3.1466 -3.5931 -2.4709 -0.592
C -2.7470 -2.5134 -1.6737 0.399
P -0.9836 -1.9439 -1.6866 2.041
C -0.5646 -1.2194 -3.2353 -0.304
C 0.1797 0.1014 -3.2021 1.347
C 0.8955 0.3348 -4.5015 -0.884
C 0.5142 -0.2735 -5.6455 -0.483
C -0.4828 -1.3067 -5.6814 -0.957
C -0.9358 -1.7713 -4.4632 0.239
C -0.1065 -3.5950 -1.7148 0.137
C -0.4872 -4.6501 -0.8788 -0.480
C 0.2371 -5.8342 -0.8316 -0.559
C 1.3764 -5.9889 -1.6153 -0.561
C 1.7735 -4.9461 -2.4428 -0.642
C 1.0384 -3.7652 -2.4928 -0.887
C -4.8464 0.4261 0.7565 0.610
C -5.6346 0.4034 1.9153 -0.700
C -6.6888 1.2909 2.0982 -0.664
C -6.9984 2.2251 1.1162 -0.752
C -6.2419 2.2716 -0.0505 -0.449
C -5.1819 1.3923 -0.2430 -0.923
P -3.8843 1.4439 -1.5782 2.023
C -4.6811 0.4249 -2.9113 0.135
C -3.9074 0.0844 -4.0250 -0.039
C -4.4640 -0.6258 -5.0809 -0.498
C -5.8039 -0.9932 -5.0526 -0.684
C -6.5809 -0.6524 -3.9527 -0.619
C -6.0201 0.0444 -2.8887 -0.178
C -4.1588 3.1301 -2.3443 0.474
C -5.1872 3.4351 -3.2357 -0.211
C -5.3550 4.7285 -3.7181 -0.736
C -4.4908 5.7436 -3.3265 -0.625
C -3.4436 5.4549 -2.4607 -0.680
C -3.2881 4.1589 -1.9871 0.002
H -4.0467 -2.3377 2.0747 0.435
H -2.9668 -1.2141 2.9350 0.328
H -2.2939 -2.4374 1.8637 0.276
H -5.7264 -1.9322 -0.1675 0.278
H -6.4124 -3.7928 -1.6173 0.356
H -4.7398 -4.8771 -3.1108 0.342
H -2.4168 -4.0985 -3.0939 0.321
H 0.9011 0.1416 -2.3745 -0.929
H 1.6516 1.1128 -4.5181 0.377
H 0.9959 0.0234 -6.5754 0.251
H -0.7838 -1.7738 -6.6104 0.386
H -1.5987 -2.6333 -4.4688 0.137
H -1.3714 -4.5401 -0.2576 0.328
H -0.0907 -6.6394 -0.1838 0.398
H 1.9405 -6.9142 -1.5866 0.347
H 2.6522 -5.0558 -3.0694 0.379
H 1.3189 -2.9638 -3.1729 0.390
H -5.4035 -0.3136 2.6982 0.328
H -7.2724 1.2611 3.0131 0.352
H -7.8182 2.9188 1.2652 0.355
H -6.4685 3.0122 -0.8113 0.446
H -2.8617 0.3764 -4.0576 0.029
H -3.8295 -0.8920 -5.9180 0.427
H -6.2368 -1.5516 -5.8751 0.306
H -7.6258 -0.9394 -3.9106 0.361
H -6.6399 0.2912 -2.0348 0.240
H -5.8645 2.6577 -3.5700 0.342
H -6.1614 4.9367 -4.4127 0.379
H -4.6197 6.7504 -3.7070 0.371
H -2.7350 6.2214 -2.1698 0.370
H -2.4294 3.9374 -1.3591 0.329
C 12.6654 0.4412 5.8721 -0.836
O 11.5012 0.9708 6.4817 -0.474
C 10.3181 0.8249 5.8221 0.968
C 9.1819 1.2813 6.4909 -0.594
C 7.9403 1.1757 5.9002 -0.486
C 7.7983 0.6141 4.6325 0.303
C 8.9280 0.1711 3.9771 -0.688
C 10.1940 0.2689 4.5551 -0.693
C 6.4418 0.5076 4.0418 0.199
N 5.3449 0.9112 4.6227 -0.860
C 4.3380 0.6066 3.7221 1.053
C 4.8460 0.0170 2.6062 0.166
N 6.2062 -0.0456 2.8165 -0.129
C 4.0415 -0.4307 1.5000 0.655
C 4.5359 -1.0678 0.3539 -0.779
C 3.6629 -1.4583 -0.6235 -1.697
C 2.2987 -1.1932 -0.4478 -0.636
N 1.8203 -0.5891 0.6257 0.856
C 2.6684 -0.2194 1.5976 0.080
C 2.0943 0.4142 2.8093 0.047
N 0.7577 0.5505 2.8655 0.283
C 0.2162 1.1002 3.9324 -0.593
C 0.9714 1.5520 5.0246 -0.959
C 2.3291 1.4085 4.9842 -0.825
C 2.9225 0.8228 3.8562 0.337
H 13.4758 0.5936 6.5786 0.242
H 12.8958 0.9624 4.9403 0.328
H 12.5549 -0.6265 5.6714 0.342
H 9.2986 1.7161 7.4749 0.406
H 7.0529 1.5250 6.4118 0.488
H 8.8583 -0.2661 2.9878 0.234
H 11.0535 -0.0842 4.0076 0.379
H 6.8922 -0.4088 2.1812 0.174
H 5.5997 -1.2504 0.2459 0.356
H 3.9958 -1.9563 -1.5236 0.579
H 1.5758 -1.4810 -1.2005 0.372
H -0.8655 1.1898 3.9316 0.399
H 0.4745 2.0008 5.8738 0.429
H 2.9622 1.7332 5.8002 0.550
O 0.3765 -2.5930 2.5011 -0.717
H 0.3413 -1.6493 2.7008 0.375
H 0.3668 -2.6025 1.5363 0.246
S -0.9537 1.5701 -2.7766 -0.195
O -3.1998 3.5758 1.6570 -0.175
C -2.8935 2.7121 1.0039 0.053
N 0.5328 3.3260 0.5746 -0.844
C 0.5144 4.4765 0.3443 0.570
N 0.5961 5.7482 0.2250 -0.797
C -0.1099 6.5277 -0.5620 0.563
N -0.6701 7.3195 -1.1989 -0.657
```



A single C23H27ClN4O6S molecule at a distorted geometry. Source: the Open Molecules 2025 dataset; level of theory: wB97M-V/def2-TZVPD.

The largest force on an atom is 1.08 eV/A. Its SMILES is O=C(COc1ccccc1Cl)NNC(=O)c1cc(S(=O)(=O)N2CCOCC2)ccc1N1CCCC1. The total energy is -65891.275 eV. The molar mass is 523.01 g mol⁻¹.

Structure (XYZ):
```
62
Properties=species:S:1:pos:R:3:nbo_charge:R:1
O 1.4019 2.7222 -0.5361 -0.650
C 2.2095 1.9160 -0.1142 0.643
N 1.9068 0.6411 0.1729 -0.447
N 0.6418 0.1126 -0.0575 -0.459
C 0.4790 -1.2314 -0.1501 0.649
O 1.3908 -2.0003 0.1047 -0.637
C -0.8787 -1.5829 -0.6421 -0.167
C -1.2361 -0.9490 -1.8270 -0.117
C -2.4564 -1.1761 -2.4191 -0.420
C -3.3308 -2.0983 -1.8688 -0.166
C -2.9826 -2.7677 -0.7202 -0.245
C -1.7684 -2.5081 -0.0418 0.230
N -1.5255 -3.1081 1.1450 -0.395
C -0.5039 -2.7158 2.0953 -0.218
H -0.4330 -1.6257 2.1514 0.201
C -0.9565 -3.3387 3.4129 -0.405
H -1.6735 -2.6878 3.9152 0.201
H -0.1233 -3.5270 4.0856 0.221
C -1.6457 -4.6146 2.9436 -0.405
H -0.9001 -5.3641 2.6784 0.207
C -2.3833 -4.1427 1.6939 -0.211
H -3.3648 -3.7294 1.9634 0.184
H -2.5282 -4.9503 0.9719 0.205
H -2.3198 -5.0359 3.6861 0.219
H 0.4752 -3.1060 1.7951 0.224
H -3.6732 -3.4875 -0.3147 0.214
H -4.2755 -2.2743 -2.3584 0.245
S -2.9265 -0.1789 -3.8186 2.336
O -1.8517 -0.1240 -4.7648 -0.940
O -4.2222 -0.6119 -4.2554 -0.945
N -3.1278 1.3787 -3.2405 -0.667
C -4.0771 1.5324 -2.1714 -0.270
H -4.5391 2.5216 -2.2636 0.203
C -3.4020 1.3827 -0.7872 -0.081
H -3.5458 0.3805 -0.3781 0.198
O -2.0018 1.5598 -0.8654 -0.554
C -1.6530 2.6298 -1.7265 -0.108
H -0.5843 2.8042 -1.5877 0.241
C -1.9888 2.2703 -3.1839 -0.253
H -2.2165 3.1809 -3.7515 0.199
H -1.1657 1.7565 -3.6805 0.235
H -2.1979 3.5330 -1.4201 0.164
H -3.8250 2.1185 -0.0858 0.173
H -4.8453 0.7742 -2.3190 0.241
H -0.5427 -0.2844 -2.3168 0.233
H -0.0798 0.7849 -0.2968 0.449
H 2.5993 -0.0674 0.3941 0.439
C 3.6785 2.2665 0.1235 -0.157
O 4.4223 1.2664 0.7817 -0.516
C 4.5283 1.2159 2.1423 0.342
C 5.6510 0.5118 2.5887 -0.259
C 5.9143 0.3393 3.9298 -0.193
C 5.0558 0.8804 4.8733 -0.226
C 3.9355 1.5683 4.4537 -0.198
C 3.6577 1.7325 3.1022 -0.136
Cl 2.1776 2.5715 2.7111 0.011
H 3.2487 1.9851 5.1736 0.228
H 5.2524 0.7639 5.9273 0.220
H 6.7910 -0.2087 4.2378 0.220
H 6.3064 0.1070 1.8339 0.230
H 4.1453 2.3697 -0.8636 0.221
H 3.7432 3.2358 0.6266 0.217
```



2 unconnected molecules or ions with the total composition H5N3S at a distorted geometry. Source: the Open Molecules 2025 dataset; level of theory: wB97M-V/def2-TZVPD.

As for the multiplicity: 3. The largest force on an atom is 7.42 eV/A. The total energy is -15381.594 eV. The expectation value of S² is 2.009. The molar mass is 79.13 g mol⁻¹.

Structure (XYZ):
```
9
Properties=species:S:1:pos:R:3:nbo_charge:R:1
N -2.5699 -1.0278 1.0183 -0.828
N 0.8650 1.6758 -0.7419 -1.061
N -2.4262 0.5463 -1.0445 -0.747
S -1.7651 -0.4857 -0.1108 0.826
H -2.2609 -1.8648 1.5510 0.391
H -0.0700 1.5147 -0.2016 0.352
H 1.1048 2.6901 -0.6354 0.353
H 0.6626 1.5374 -1.6544 0.347
H -3.3410 0.8751 -1.1224 0.367
```



A single C7H15P molecule at a distorted geometry. Source: the Open Molecules 2025 dataset; level of theory: wB97M-V/def2-TZVPD.

The largest force on an atom is 4.38 eV/A. Its SMILES is C[C@@H]1CCCCP1C. The total energy is -16788.630 eV. The molar mass is 130.17 g mol⁻¹.

Structure (XYZ):
```
23
Properties=species:S:1:pos:R:3:nbo_charge:R:1
C 2.1790 -0.9671 0.5362 -0.428
C 1.3567 -1.3800 -0.7101 -0.393
C -0.0894 -0.8092 -0.8377 -0.422
C -0.3081 0.6707 -0.7592 -0.475
C -1.4583 1.1829 -1.5803 -0.627
C -1.8113 0.7440 1.5639 -0.954
C 1.3759 0.1251 1.3669 -0.599
P -0.2787 1.5618 0.9399 0.752
H 3.2313 -0.5167 0.3573 0.208
H 1.9581 -1.1399 -1.6253 0.206
H 1.1595 -2.5185 -0.7681 0.205
H -0.5058 -1.2044 -1.7681 0.214
H -0.6387 -1.2275 -0.0362 0.197
H 0.6029 1.2873 -1.1160 0.212
H -2.3381 0.4868 -1.4401 0.196
H -1.3594 1.1390 -2.6986 0.212
H -1.7527 2.2090 -1.3493 0.213
H -1.9788 -0.1865 0.9791 0.216
H -1.9060 0.5965 2.5550 0.224
H -2.6039 1.3373 1.1057 0.237
H 0.7528 -0.3927 2.1274 0.190
H 2.4331 -1.7820 1.2239 0.215
H 1.9800 0.7842 1.9336 0.201
```



A molecular structure, C18H16BFFeN2O4 at a distorted geometry. Source: the Open Molecules 2025 dataset; level of theory: wB97M-V/def2-TZVPD.

As for the multiplicity: 2. The largest force on an atom is 1.04 eV/A. The total energy is -67879.496 eV. The expectation value of S² is 0.832. The molar mass is 409.99 g mol⁻¹. Its charge is -1.

Structure (XYZ):
```
43
Properties=species:S:1:pos:R:3:nbo_charge:R:1
Fe 0.2037 -2.3452 0.5922 0.904
C -4.1448 -2.2874 0.9144 -0.692
C -2.7839 -2.1130 0.2882 0.539
O -1.7850 -2.5431 0.8631 -0.621
C -2.6942 -1.5915 -1.0607 -0.459
C -1.5388 -1.1789 -1.6254 0.344
C -1.3470 -1.3459 -3.1085 -0.669
N -0.5473 -0.5911 -0.8686 -0.580
N -1.0253 0.4629 0.0126 -0.461
C -0.5544 0.2935 1.2241 0.546
O 0.1190 -0.6752 1.6591 -0.747
C -0.8387 1.4349 2.1799 -0.012
C -0.3315 1.3577 3.4705 -0.216
C -0.5199 2.4039 4.3662 -0.215
C -1.2210 3.5368 3.9774 -0.233
C -1.7325 3.6171 2.6878 -0.235
C -1.5378 2.5744 1.7924 -0.200
H -4.0516 -2.8680 1.8294 0.227
H -4.5590 -1.3037 1.1474 0.228
H -4.8322 -2.7845 0.2270 0.213
H -3.5826 -1.6502 -1.6806 0.203
H -2.3009 -1.1754 -3.6117 0.213
H -0.6039 -0.6694 -3.5165 0.233
H -1.0341 -2.3682 -3.3304 0.230
H 0.2193 0.4675 3.7443 0.241
H -0.1195 2.3337 5.3706 0.199
H -1.3613 4.3572 4.6715 0.198
H -2.2856 4.4971 2.3797 0.199
H -1.9124 2.6264 0.7787 0.232
F 1.3822 -3.7169 1.0242 -0.827
O 1.8678 -0.0488 -0.3620 -0.629
B 0.8664 -0.5521 -1.2084 1.134
O 1.3895 -0.7241 -2.5089 -0.678
C 2.6973 -0.3268 -2.4332 0.302
C 3.6298 -0.2679 -3.4359 -0.283
C 4.8940 0.2198 -3.0913 -0.235
C 5.1756 0.6349 -1.7948 -0.232
C 4.2070 0.5838 -0.7890 -0.241
C 2.9745 0.0881 -1.1386 0.236
H 3.3920 -0.5704 -4.4476 0.216
H 5.6639 0.2769 -3.8502 0.202
H 6.1640 1.0081 -1.5582 0.203
H 4.3991 0.9230 0.2199 0.223
```



Please write out number 4 again, unchanged.
A single C7H15P molecule at a distorted geometry. Source: the Open Molecules 2025 dataset; level of theory: wB97M-V/def2-TZVPD.

The largest force on an atom is 4.38 eV/A. Its SMILES is C[C@@H]1CCCCP1C. The total energy is -16788.630 eV. The molar mass is 130.17 g mol⁻¹.

Structure (XYZ):
```
23
Properties=species:S:1:pos:R:3:nbo_charge:R:1
C 2.1790 -0.9671 0.5362 -0.428
C 1.3567 -1.3800 -0.7101 -0.393
C -0.0894 -0.8092 -0.8377 -0.422
C -0.3081 0.6707 -0.7592 -0.475
C -1.4583 1.1829 -1.5803 -0.627
C -1.8113 0.7440 1.5639 -0.954
C 1.3759 0.1251 1.3669 -0.599
P -0.2787 1.5618 0.9399 0.752
H 3.2313 -0.5167 0.3573 0.208
H 1.9581 -1.1399 -1.6253 0.206
H 1.1595 -2.5185 -0.7681 0.205
H -0.5058 -1.2044 -1.7681 0.214
H -0.6387 -1.2275 -0.0362 0.197
H 0.6029 1.2873 -1.1160 0.212
H -2.3381 0.4868 -1.4401 0.196
H -1.3594 1.1390 -2.6986 0.212
H -1.7527 2.2090 -1.3493 0.213
H -1.9788 -0.1865 0.9791 0.216
H -1.9060 0.5965 2.5550 0.224
H -2.6039 1.3373 1.1057 0.237
H 0.7528 -0.3927 2.1274 0.190
H 2.4331 -1.7820 1.2239 0.215
H 1.9800 0.7842 1.9336 0.201
```



> The lowest molar mass belongs to which entry?

H5N3S



> What is the molar mass in the fifth record?

409.99 g mol⁻¹